Entry 1:
2 unconnected molecules or ions with the total composition C3H9O. Source: the OMol25 dataset; level of theory: wB97M-V/def2-TZVPD.

Each line ends with the natural charge from an NBO analysis.
Atoms and positions in Å:
O  2.0476  -1.6964  1.3300  -1.35
H  1.9569  -0.8019  0.9750  0.37
C  -0.2741  1.5270  -1.1490  -0.61
C  -0.3467  0.1069  -0.6239  -0.42
C  -1.4591  -0.0597  0.4129  -0.59
H  -0.2326  2.2549  -0.3461  0.20
H  0.6491  1.6309  -1.7309  0.20
H  -0.9821  1.7696  -1.9388  0.19
H  -0.4887  -0.6439  -1.3868  0.19
H  0.5500  -0.1530  -0.0496  0.25
H  -1.6391  -1.0867  0.7197  0.22
H  -2.4196  0.2959  0.0075  0.16
H  -1.3238  0.5896  1.2770  0.19

Cartesian forces, eV/Å:
O -0.109 0.148 -0.084
H 0.184 -0.117 0.128
C 1.127 -0.414 -1.117
C -0.347 -0.071 1.620
C -1.151 0.575 -0.541
H -0.282 0.203 0.034
H 0.317 0.076 0.338
H -0.817 0.095 0.450
H 0.154 -0.068 -0.465
H 0.139 -0.056 -0.567
H 0.403 -0.049 0.178
H -0.020 -0.102 -0.202
H 0.403 -0.220 0.228

Summary:
**Total charge**: -1
**HOMO level**: -2.048 eV
**LUMO level**: 3.9 eV
**Relative energy (zero: lowest compared OMol25 entry of this formula, charge and spin)**: 8.97 kcal per mole
**Largest force on an atom**: 1.7 eV/A

Entry 2:
2 unconnected molecules or ions with the total composition C3H9O. Source: the OMol25 dataset; level of theory: wB97M-V/def2-TZVPD.

Each line ends with the natural charge from an NBO analysis.
Atoms and positions in Å:
O  1.4294  0.2014  -0.8277  -0.90
H  1.7399  0.6588  -1.6017  0.52
H  2.2814  0.0837  -0.3138  0.52
H  -1.7191  1.3494  1.1304  0.32
C  -0.4360  -1.3384  0.6034  -0.77
C  -0.5621  -0.1066  -0.1883  0.43
C  -0.7986  1.1655  0.5070  -0.78
H  0.5798  -1.6126  0.7359  0.30
H  -0.9975  -1.2555  1.5516  0.27
H  -0.8911  -2.2937  0.0919  0.29
H  -0.5712  -0.3211  -1.2791  0.25
H  0.0381  1.4609  1.0662  0.29
H  -1.1157  1.9960  -0.2922  0.26

Cartesian forces, eV/Å:
O 1.747 -0.544 1.526
H -0.193 0.524 -0.916
H -1.466 0.005 -0.425
H 0.814 -1.486 -0.078
C -2.684 -1.784 -0.388
C 0.446 -1.234 -0.085
C -3.390 2.799 -3.456
H 1.114 -0.142 0.424
H 0.767 0.156 -0.169
H 0.831 1.973 0.424
H -0.711 0.929 0.863
H 1.223 0.345 0.826
H 1.503 -1.542 1.455

Summary:
**Total charge**: +1
**HOMO level**: -17.092 eV
**LUMO level**: -5.9 eV
**Relative energy (zero: lowest compared OMol25 entry of this formula, charge and spin)**: 19.42 kcal per mole
**Largest force on an atom**: 5.6 eV/A

Entry 3:
2 unconnected molecules or ions with the total composition C3H9O2. Source: the OMol25 dataset; level of theory: wB97M-V/def2-TZVPD.

Each line ends with the natural charge from an NBO analysis.
Atoms and positions in Å:
C  -1.0931  -0.2564  1.5436  -0.25
O  -1.2920  -0.6474  0.1980  -0.52
C  -0.3582  -1.4861  -0.3145  -0.09
H  -1.8738  0.4701  1.7929  0.19
H  -1.1554  -1.1344  2.2062  0.17
H  -0.1089  0.2157  1.6810  0.18
H  -0.6754  -1.9120  -1.2699  0.16
H  0.1596  -2.1384  0.4001  0.15
O  1.3787  -0.0098  -0.7848  -0.73
H  0.8246  -0.3357  -1.5117  0.47
C  1.1023  1.5572  -0.9527  -0.28
H  1.9283  1.9549  -1.5521  0.19
H  0.1573  1.7292  -1.4888  0.18
H  1.0059  1.9929  0.0527  0.19

Cartesian forces, eV/Å:
C 0.214 0.004 0.142
O -0.147 0.364 -0.069
C -1.122 -1.610 0.451
H 0.136 -0.267 -0.051
H -0.047 0.232 -0.101
H -0.163 -0.124 -0.109
H 0.097 0.105 0.255
H -0.030 0.301 -0.325
O -0.247 4.226 -0.975
H 0.425 -0.227 0.361
C 0.400 -2.415 0.221
H -0.154 0.040 0.442
H 0.270 -0.352 0.191
H 0.367 -0.275 -0.434

Summary:
**Total charge**: 0
**HOMO level (spin up / spin down)**: -6.667 / -10.193 eV
**LUMO level (spin up / spin down)**: 1.0 / 1.0 eV
**2S+1**: 2
**<S²>**: 0.75
**Relative energy (zero: lowest compared OMol25 entry of this formula, charge and spin)**: 34.28 kcal per mole
**Largest force on an atom**: 4.3 eV/A

Entry 4:
2 unconnected molecules or ions with the total composition C3H9O2. Source: the OMol25 dataset; level of theory: wB97M-V/def2-TZVPD.

Each line ends with the natural charge from an NBO analysis.
Atoms and positions in Å:
C  -1.8614  -0.7269  0.1975  -0.25
O  -1.5228  0.2769  1.1374  -0.51
C  -1.0003  1.4103  0.6248  -0.07
H  -2.2380  -1.5871  0.7611  0.19
H  -2.6410  -0.3616  -0.4895  0.17
H  -0.9740  -1.0295  -0.3782  0.17
H  -0.8339  2.1833  1.3780  0.16
H  -1.3092  1.6790  -0.3927  0.13
O  1.7241  0.7192  -0.1146  -0.73
H  2.1467  0.7496  0.7592  0.46
C  2.0731  -0.5912  -0.7433  -0.26
H  1.7880  -0.5199  -1.8000  0.19
H  3.1525  -0.7954  -0.6606  0.17
H  1.4961  -1.4069  -0.2789  0.17

Cartesian forces, eV/Å:
C 0.053 -0.011 -0.109
O -0.015 -0.378 0.312
C -0.516 0.588 -0.176
H 0.061 0.245 -0.136
H 0.183 -0.109 0.116
H -0.224 0.088 0.081
H 0.004 -0.297 -0.320
H 0.253 -0.044 0.315
O 0.843 -1.697 -0.635
H -0.243 -0.121 -0.418
C -0.361 1.291 0.748
H 0.123 0.099 0.345
H -0.392 0.080 -0.055
H 0.233 0.267 -0.068

Summary:
**Total charge**: 0
**HOMO level (spin up / spin down)**: -6.813 / -10.361 eV
**LUMO level (spin up / spin down)**: 1.0 / 0.9 eV
**2S+1**: 2
**<S²>**: 0.75
**Relative energy (zero: lowest compared OMol25 entry of this formula, charge and spin)**: 19.24 kcal per mole
**Largest force on an atom**: 2.0 eV/A

Entry 5:
2 unconnected molecules or ions with the total composition C3H9O2P. Source: the OMol25 dataset; level of theory: wB97M-V/def2-TZVPD.

Each line ends with the natural charge from an NBO analysis.
Atoms and positions in Å:
C  1.5437  1.8558  0.3183  -0.62
C  1.6716  1.1435  -1.0450  -0.53
C  0.5465  0.2509  -1.3562  0.78
O  0.0362  0.0880  -2.4179  -0.59
O  0.0674  -0.2993  -0.2619  -0.69
H  1.6754  2.8910  0.2615  0.22
H  1.9645  1.3222  1.2504  0.22
H  0.5170  1.6035  0.5628  0.23
H  2.6749  0.6062  -1.0561  0.24
H  1.8194  1.9215  -1.8412  0.24
H  -0.7806  -0.8474  -0.5229  0.51
P  -3.2009  -2.1600  1.4830  0.04
H  -2.6252  -2.6016  2.6344  -0.01
H  -1.9817  -2.5014  0.8198  -0.02
H  -3.9282  -3.2728  1.1710  -0.01

Cartesian forces, eV/Å:
C -1.268 -3.230 1.399
C 3.579 1.366 -0.079
C 0.000 0.482 -0.125
O -0.340 -0.248 -1.543
O -2.885 -2.604 0.769
H 0.500 1.396 0.202
H 0.407 1.033 -1.763
H -0.510 1.078 0.254
H -1.338 0.133 -0.195
H -0.539 -0.899 0.518
H 2.369 1.496 0.573
P 0.614 1.761 -0.787
H 0.125 -0.550 1.215
H -0.457 -0.107 -0.243
H -0.259 -1.108 -0.195

Summary:
**Total charge**: 0
**HOMO level**: -10.191 eV
**LUMO level**: 0.7 eV
**SMILES string**: CCC(=O)O.P
**Relative energy (zero: lowest compared OMol25 entry of this formula, charge and spin)**: 35.01 kcal per mole
**Largest force on an atom**: 4.0 eV/A

Entry 6:
A molecular structure, C3H9O3. Source: the OMol25 dataset; level of theory: wB97M-V/def2-TZVPD.

Each line ends with the natural charge from an NBO analysis.
Atoms and positions in Å:
C  0.6238  0.6540  0.4457  -0.03
O  -0.6135  1.2134  0.1832  -0.87
C  0.7976  -0.7478  -0.2009  -0.45
C  -0.2585  -1.0466  -1.2323  -0.06
O  0.1091  -2.1631  -2.0692  -0.75
H  1.4653  1.2791  0.0942  0.10
H  0.7663  0.5592  1.5337  0.14
H  0.7620  -1.5353  0.5675  0.17
H  1.7607  -0.7487  -0.7306  0.18
H  -1.2205  -1.2455  -0.7592  0.16
H  -0.4120  -0.1871  -1.8743  0.19
H  0.1418  -2.9402  -1.5054  0.45
H  -2.0234  2.5035  2.1866  0.42
H  -0.8372  1.8901  1.1727  0.49
O  -1.0614  2.5150  2.1882  -1.14

Cartesian forces, eV/Å:
C -0.405 -0.108 0.085
O 0.335 -0.080 -0.018
C 0.193 0.289 0.046
C -0.256 -0.078 -0.053
O -0.085 0.019 -0.126
H -0.005 0.138 -0.112
H 0.147 -0.035 0.070
H 0.266 0.048 -0.155
H -0.034 -0.398 0.266
H -0.044 0.041 0.039
H 0.084 0.000 -0.208
H 0.054 0.008 0.043
H 0.015 0.055 0.111
H -0.225 0.253 0.272
O -0.041 -0.150 -0.261

Summary:
**Total charge**: -1
**HOMO level**: -3.719 eV
**LUMO level**: 3.6 eV
**Relative energy (zero: lowest compared OMol25 entry of this formula, charge and spin)**: 9.48 kcal per mole
**Largest force on an atom**: 0.5 eV/A

Entry 7:
2 unconnected molecules or ions with the total composition C3H9O3. Source: the OMol25 dataset; level of theory: wB97M-V/def2-TZVPD.

Each line ends with the natural charge from an NBO analysis.
Atoms and positions in Å:
C  -0.2119  -0.9632  -0.4530  -0.46
C  1.1379  -0.4137  -1.0280  -0.05
O  1.5790  0.7147  -0.3193  -0.77
C  -0.1395  -0.8689  1.1230  -0.01
O  -0.4922  0.4023  1.4252  -0.99
H  -0.4365  -1.9333  -0.8241  0.16
H  -1.0824  -0.3212  -0.6858  0.20
H  1.8952  -1.1382  -0.8851  0.15
H  0.9101  -0.2054  -2.0713  0.13
H  0.8200  1.2359  0.0409  0.50
H  -0.8362  -1.7335  1.4886  0.07
H  0.9127  -1.2204  1.3083  0.09
H  -1.6833  1.5042  0.5044  0.51
H  -0.8027  2.6272  0.4337  0.46
O  -1.5702  2.3134  -0.0578  -1.00

Cartesian forces, eV/Å:
C 0.589 1.252 1.059
C -2.906 0.495 0.692
O 0.241 1.180 -0.205
C -0.981 -0.953 -1.875
O 0.095 -0.145 1.136
H 0.063 -1.244 -0.484
H 0.570 -0.122 -0.292
H 0.865 -0.966 -0.246
H 0.638 0.139 -0.539
H 0.312 -1.207 -0.035
H 0.697 1.077 0.124
H -0.295 0.379 0.717
H 0.292 -0.184 -0.366
H 0.069 0.299 -0.200
O -0.250 0.002 0.514

Summary:
**Total charge**: -1
**HOMO level**: -3.020 eV
**LUMO level**: 4.3 eV
**Relative energy (zero: lowest compared OMol25 entry of this formula, charge and spin)**: 15.99 kcal per mole
**Largest force on an atom**: 3.0 eV/A

Entry 8:
A molecular structure, C3H9O3. Source: the OMol25 dataset; level of theory: wB97M-V/def2-TZVPD.

Each line ends with the natural charge from an NBO analysis.
Atoms and positions in Å:
C  -0.5259  0.5749  -1.7830  -0.07
O  -0.3680  -1.6738  -1.0892  -0.89
C  0.1792  1.1857  -0.6830  -0.54
C  -0.5991  1.0706  0.6757  0.00
O  0.1637  1.4473  1.6775  -0.86
H  -1.6222  0.6212  -1.7372  0.21
H  -0.0769  0.5918  -2.7627  0.21
H  1.1632  0.7185  -0.5551  0.25
H  0.3638  2.2456  -0.8248  0.25
H  -0.9043  0.0063  0.7653  0.13
H  -1.5168  1.6935  0.5208  0.06
H  0.8939  -1.0873  1.5391  0.47
H  0.5111  -1.8581  0.3074  0.50
H  -0.5056  -0.7908  -1.5386  0.30
O  1.0493  -1.9131  1.1202  -1.01

Cartesian forces, eV/Å:
C -0.340 1.058 0.750
O -0.128 -0.251 -0.300
C 0.101 -0.555 0.272
C 0.172 -0.352 0.363
O 0.466 0.314 0.529
H 0.301 -0.094 -0.132
H 0.135 -0.823 -0.211
H 0.133 0.118 -0.160
H -0.175 0.387 -0.133
H -0.373 0.112 -0.364
H -0.291 0.019 -0.190
H -0.176 1.363 0.741
H -0.125 0.133 -0.375
H -0.270 -0.104 -0.754
O 0.573 -1.325 -0.035

Summary:
**Total charge**: -1
**HOMO level**: -3.384 eV
**LUMO level**: 1.7 eV
**Relative energy (zero: lowest compared OMol25 entry of this formula, charge and spin)**: 114.28 kcal per mole
**Largest force on an atom**: 1.6 eV/A